This record from the Open Molecules 2025 dataset describes one molecule with the formula C5H9N3 at a distorted geometry. The level of theory is ωB97M-V with the def2-TZVPD basis set.

Structure (ORCA input):
```
! RIJCOSX wB97M-V def2-TZVPD def2/J DEFGRID3
* xyz 0 1
C -2.287 -0.306 -0.062
N -1.542 -1.325 -0.212
C -0.185 -0.819 -0.313
C 1.056 -1.354 0.238
N 1.874 -0.117 -0.182
C 1.018 1.087 -0.300
C -0.245 0.566 0.349
N -1.664 0.966 0.151
H -3.399 -0.245 0.134
H -0.017 -0.543 -1.306
H 1.236 -2.261 -0.309
H 1.133 -1.549 1.343
H 2.791 0.131 0.352
H 1.471 1.899 0.359
H 0.828 1.548 -1.225
H -0.221 0.609 1.517
H -1.844 1.713 -0.535
*
```

Summary:
ΔE to the lowest compared entry with this formula, charge and spin in eV: 2.785
HOMO-LUMO gap in eV: 9.82
LUMO in Ha: 0.0392
Calculated total energy in a.u.: -360.094931
SMILES: C1=N[C@@H]2CNC[C@H]2N1
Largest force on an atom in hartree/bohr: 0.0857

=====

This record from the Open Molecules 2025 dataset describes an isolated ion of composition C5H9N3 and charge +2 at a distorted geometry. The level of theory is ωB97M-V with the def2-TZVPD basis set.

Structure (ORCA input):
```
! RIJCOSX wB97M-V def2-TZVPD def2/J DEFGRID3
* xyz 2 1
C -0.210 1.228 0.762
C 0.666 1.049 -0.457
C 0.324 -0.501 -0.648
C -0.379 -0.886 -1.854
N -1.177 -1.749 -2.534
N -0.641 -0.828 -3.203
C -0.133 -0.998 0.721
N 0.020 0.157 1.589
H 0.000 2.286 1.259
H -1.320 1.307 0.536
H 0.190 1.617 -1.312
H 1.705 1.229 -0.161
H 1.296 -1.079 -1.042
H -1.144 -1.430 0.726
H 0.432 -1.896 1.180
H 0.960 0.200 2.076
H -0.590 0.295 2.361
*
```

Summary:
ΔE to the lowest compared entry with this formula, charge and spin in eV: 4.612
HOMO-LUMO gap in eV: 10.97
LUMO in Ha: -0.3767
Calculated total energy in a.u.: -359.329754
SMILES: C1C[C@H](C2=[N+]=N2)C[NH2+]1
Largest force on an atom in hartree/bohr: 0.1521

=====

Please write out number 1 again, unchanged.
This record from the Open Molecules 2025 dataset describes one molecule with the formula C5H9N3 at a distorted geometry. The level of theory is ωB97M-V with the def2-TZVPD basis set.

Structure (ORCA input):
```
! RIJCOSX wB97M-V def2-TZVPD def2/J DEFGRID3
* xyz 0 1
C -2.287 -0.306 -0.062
N -1.542 -1.325 -0.212
C -0.185 -0.819 -0.313
C 1.056 -1.354 0.238
N 1.874 -0.117 -0.182
C 1.018 1.087 -0.300
C -0.245 0.566 0.349
N -1.664 0.966 0.151
H -3.399 -0.245 0.134
H -0.017 -0.543 -1.306
H 1.236 -2.261 -0.309
H 1.133 -1.549 1.343
H 2.791 0.131 0.352
H 1.471 1.899 0.359
H 0.828 1.548 -1.225
H -0.221 0.609 1.517
H -1.844 1.713 -0.535
*
```

Summary:
ΔE to the lowest compared entry with this formula, charge and spin in eV: 2.785
HOMO-LUMO gap in eV: 9.82
LUMO in Ha: 0.0392
Calculated total energy in a.u.: -360.094931
SMILES: C1=N[C@@H]2CNC[C@H]2N1
Largest force on an atom in hartree/bohr: 0.0857

=====

Look up the largest force on an atom of the first one. 0.0857 hartree/bohr